one:
This record from OMol25 describes the molecule C4H10N2O4. The level of theory is ωB97M-V/def2-TZVPD.

Calculated values
Highest occupied orbital energy (eV): -9.21
Frontier orbital gap (hartree): 0.36193
LUMO (eV): 0.64
Net charge: 0
Spin multiplicity: 1

CARTESIAN COORDINATES (ANGSTROEM)
O: 0.77167 0.22304 2.14918
O: -0.98579 1.53353 1.67495
O: -0.63711 -1.81576 1.04084
O: 0.76675 0.96296 -0.59692
N: 0.27888 -0.43293 -0.68324
N: -1.97327 -0.30851 -0.14350
C: -0.68450 -0.56129 0.41124
C: -0.31050 0.57493 1.42758
C: 1.42969 -1.30521 -0.65084
C: 0.14067 1.78902 -1.55590
H: 2.02745 -1.20215 0.26239
H: -2.32972 -1.13611 -0.60623
H: 0.95015 0.90223 2.81897
H: -2.66091 -0.03446 0.54672
H: 0.40902 2.82087 -1.33616
H: 2.04468 -1.05612 -1.51330
H: 0.48540 1.53644 -2.56287
H: -0.94809 1.70673 -1.52577
H: 1.06852 -2.32858 -0.74496
H: 0.15701 -1.86864 1.58784


two:
This record from OMol25 describes a cluster of 2 separate species, C4H10N2O4 in total. The level of theory is ωB97M-V/def2-TZVPD.

Calculated values
Highest occupied orbital energy (eV): -9.51
Frontier orbital gap (hartree): 0.36468
LUMO (eV): 0.41
Net charge: 0
Spin multiplicity: 1

CARTESIAN COORDINATES (ANGSTROEM)
O: -2.34204 0.85442 0.87754
O: 1.82125 1.25375 -1.05923
O: -4.27964 0.02620 0.75961
O: 1.73288 -1.34279 -0.52587
N: -3.17002 -0.07839 0.37027
N: -0.05085 0.17556 -0.21126
C: -0.08984 2.57240 -0.31474
C: 0.32586 -1.15457 -0.25493
C: 0.60858 1.21710 -0.51751
C: -0.52255 -1.99985 -1.12305
H: 0.54412 3.27499 -0.68698
H: -0.45904 2.71526 0.75696
H: -1.11449 2.49296 -0.71804
H: -0.17594 -1.78919 -2.07528
H: -1.36726 0.69468 0.49542
H: -0.28483 -3.01139 -0.92105
H: 0.16580 -1.47410 0.96288
H: 2.05429 -2.23609 -0.40818
H: 2.04625 0.38492 -1.08441
H: -1.65636 -1.91043 -1.07402


Which of them is least stable? Easy: two.


one:
This record from OMol25 describes the ion C3H7N4 with charge +1. The level of theory is ωB97M-V/def2-TZVPD.

Calculated values
Highest occupied orbital energy (eV): -14.44
Frontier orbital gap (hartree): 0.38764
LUMO (eV): -3.89
Net charge: +1
Spin multiplicity: 1

CARTESIAN COORDINATES (ANGSTROEM)
N: 0.16504 0.57315 0.26903
N: -0.94466 0.45901 -0.70510
N: -0.21750 -0.04365 1.47856
N: 0.05807 -1.42094 -1.55461
C: -0.95097 -0.65750 -1.47635
C: 1.36814 -0.98343 -1.05968
C: 1.43828 0.05064 -0.22579
H: -0.20099 -1.06319 1.34686
H: 2.12330 -1.40207 -1.72102
H: -1.61215 1.25532 -0.68339
H: 2.30146 0.62490 0.08025
H: -1.13701 0.24274 1.78240
H: -1.86882 -0.86398 -1.87147
H: 0.33591 1.58610 0.24445


two:
This record from OMol25 describes the ion C3H7N4 with charge +1. The level of theory is ωB97M-V/def2-TZVPD.

Calculated values
Highest occupied orbital energy (spin up / spin down) (eV): -12.07 / -12.39
Frontier orbital gap (spin up / spin down) (hartree): 0.26274 / 0.27976
LUMO (spin up / spin down) (eV): -4.93 / -4.78
Net charge: +1
Spin multiplicity: 1

CARTESIAN COORDINATES (ANGSTROEM)
N: -2.06973 0.99757 0.24931
N: -1.65551 -0.99994 -0.16423
N: -2.52533 -0.12258 -0.17818
N: 1.90194 0.36858 -0.25472
C: -0.82786 0.83258 0.69878
C: 0.59189 -0.25820 -0.60696
C: -0.38182 -0.61049 0.42250
H: -1.76091 -1.92034 -0.41565
H: -0.21054 1.72274 1.03269
H: 0.25080 -0.25935 -1.69270
H: -0.17587 -1.19278 1.31724
H: 2.44106 0.77207 -0.97841
H: 1.79775 1.08787 0.48301
H: 2.62414 -0.41772 0.08733


Which of them is least stable? Easy: two.